--- a ---
This record from the OMol25 dataset describes a single C4H8N4 molecule. The level of theory is the ωB97M-V functional and the def2-TZVPD basis.

Output
SMILES: [H]/N=c1/ccn(C)n1N

The geometry in ORCA input format:
```
! wB97M-V def2-TZVPD RIJCOSX def2/J DEFGRID3
* xyz 0 1
C -1.62 0.67 -1.07
C 0.68 1.14 -1.03
C 1.42 1.06 0.06
C 1.07 -0.06 0.95
H -1.75 0.79 -2.25
H -1.72 1.49 -0.35
H -2.37 -0.12 -0.84
H 0.58 1.59 -2.03
H 2.23 1.93 0.32
H 1.61 -1.32 2.32
H 0.21 -2.66 0.62
H -1.38 -1.74 1.42
N -0.26 -0.03 -0.98
N 1.88 -0.39 1.94
N -0.10 -0.58 0.30
N -0.48 -1.77 0.61
*
```


--- b ---
This record from the OMol25 dataset describes C4H8N4 as an isolated structure. The level of theory is the ωB97M-V functional and the def2-TZVPD basis.

The geometry in ORCA input format:
```
! wB97M-V def2-TZVPD RIJCOSX def2/J DEFGRID3
* xyz 0 1
C 0.26 -1.36 0.01
C -1.05 -0.70 0.34
C -2.41 -0.25 -0.11
C 0.69 1.09 0.10
H 2.65 -0.68 0.83
H 2.88 -0.59 -0.80
H 0.33 -1.96 -0.94
H 0.38 -1.98 1.10
H -0.90 -0.58 1.36
H -2.82 -0.62 -0.92
H -2.83 0.32 0.73
H 1.41 1.84 0.52
N 2.50 0.01 -0.07
N 1.05 -0.20 -0.18
N -1.05 0.40 -0.41
N -0.51 1.44 0.10
*
```


Result of the stability comparison: a is the most stable of them.


--- a ---
This record from the OMol25 dataset describes a single C4H8N4 molecule. The level of theory is the ωB97M-V functional and the def2-TZVPD basis.

Output
SMILES: CN1N=N[C@]2(C)CN12

The geometry in ORCA input format:
```
! wB97M-V def2-TZVPD RIJCOSX def2/J DEFGRID3
* xyz 0 1
C -0.51 -1.39 0.47
C 0.83 -0.74 0.01
C 2.02 -0.90 0.92
C -1.85 1.46 -1.34
N 0.87 -0.62 -1.36
N -0.23 -0.15 -1.85
N -0.63 0.08 0.36
N -0.95 0.40 -0.95
H -1.24 -1.96 -0.14
H -0.55 -1.52 1.56
H 2.47 -0.08 1.41
H 2.87 -1.41 0.42
H 1.80 -1.43 1.80
H -1.18 2.39 -1.33
H -2.28 1.16 -2.25
H -2.71 1.73 -0.73
*
```


--- b ---
This record from the OMol25 dataset describes a single C4H8N4 molecule. The level of theory is the ωB97M-V functional and the def2-TZVPD basis.

Output
SMILES: [H]/N=C\N/C(C)=N/N=C

The geometry in ORCA input format:
```
! wB97M-V def2-TZVPD RIJCOSX def2/J DEFGRID3
* xyz 0 1
C 1.58 0.92 0.54
C 0.39 0.05 0.33
C -0.82 -1.79 1.53
C -0.81 1.16 -2.58
H 2.20 0.96 -0.37
H 2.14 0.61 1.46
H 1.18 1.94 0.70
H 0.95 -0.83 2.06
H -0.77 -2.28 2.52
H -1.72 -1.41 -0.02
H -1.69 0.50 -2.76
H -0.56 1.87 -3.36
N 0.20 -0.84 1.39
N -1.81 -2.03 0.78
N -0.44 0.12 -0.64
N -0.03 1.07 -1.59
*
```


Result of the stability comparison: b is the most stable of them.


--- a ---
This record from the OMol25 dataset describes a single C4H8N4 molecule. The level of theory is the ωB97M-V functional and the def2-TZVPD basis.

The geometry in ORCA input format:
```
! wB97M-V def2-TZVPD RIJCOSX def2/J DEFGRID3
* xyz 0 1
C -0.02 -0.93 -0.06
C -1.29 -0.52 0.05
C 1.25 -0.17 -0.05
C 1.80 0.23 1.30
N 1.95 -0.43 -1.05
N -1.68 1.04 -1.52
N -1.25 0.91 -0.34
N -2.54 -1.11 0.18
H 1.37 0.98 1.90
H 2.90 0.40 1.15
H 1.59 -0.67 1.86
H 2.91 -0.02 -1.07
H -1.11 1.74 -2.05
H -0.45 1.51 0.12
H -3.12 -0.87 -0.59
H -2.31 -2.10 0.17
*
```


--- b ---
This record from the OMol25 dataset describes a single C4H8N4 molecule. The level of theory is the ωB97M-V functional and the def2-TZVPD basis.

Output
SMILES: CN(C)n1cncn1

The geometry in ORCA input format:
```
! wB97M-V def2-TZVPD RIJCOSX def2/J DEFGRID3
* xyz 0 1
C 0.38 1.88 -0.33
C -1.64 0.55 -0.14
C 0.68 -0.94 1.08
C 1.14 -2.50 -0.16
H 1.28 1.94 -1.07
H -0.38 2.83 -0.59
H 0.69 1.90 0.77
H -1.70 0.59 0.90
H -2.21 -0.25 -0.67
H -2.24 1.41 -0.51
H 0.50 -0.44 2.11
H 1.56 -3.45 -0.62
N -0.35 0.59 -0.71
N 0.41 -0.51 -0.20
N 1.09 -2.12 1.12
N 0.78 -1.47 -0.97
*
```


--- c ---
This record from the OMol25 dataset describes a single C4H8N4 molecule. The level of theory is the ωB97M-V functional and the def2-TZVPD basis.

Output
SMILES: C1=C\NNCC\N=N/1

The geometry in ORCA input format:
```
! wB97M-V def2-TZVPD RIJCOSX def2/J DEFGRID3
* xyz 0 1
C 1.11 -0.91 -0.02
C 1.29 0.23 0.94
C -0.91 1.63 -0.25
C -1.54 0.47 -0.43
H 1.82 -1.89 0.31
H 1.04 -0.48 -1.23
H 2.23 0.16 1.45
H 0.63 0.33 1.82
H -1.42 2.28 0.40
H -2.66 0.60 0.19
H -1.90 -1.38 -1.30
H -0.31 -2.43 -0.23
N 1.47 1.40 -0.01
N 0.44 1.93 -0.53
N -1.03 -0.58 -1.08
N -0.25 -1.35 -0.03
*
```


Result of the stability comparison: b is the most stable of them.


--- a ---
This record from the OMol25 dataset describes a single C4H8N4 molecule. The level of theory is the ωB97M-V functional and the def2-TZVPD basis.

Output
SMILES: [H]/N=C1/CC(C)=NN1N

The geometry in ORCA input format:
```
! wB97M-V def2-TZVPD RIJCOSX def2/J DEFGRID3
* xyz 0 1
C 0.29 0.21 1.22
C 2.47 0.29 -0.24
N -1.02 -0.25 -0.57
C -1.13 0.00 0.79
C 1.00 0.15 -0.11
N -2.09 -0.52 -1.41
N 0.21 0.12 -1.12
N -2.15 -0.04 1.53
H -2.14 0.17 -2.15
H -2.01 -1.44 -1.82
H -3.01 -0.23 1.03
H 0.43 1.16 1.74
H 0.62 -0.59 1.90
H 2.96 -0.57 0.23
H 2.81 1.19 0.27
H 2.76 0.35 -1.29
*
```


--- b ---
This record from the OMol25 dataset describes C4H8N4 as an isolated structure. The level of theory is the ωB97M-V functional and the def2-TZVPD basis.

The geometry in ORCA input format:
```
! wB97M-V def2-TZVPD RIJCOSX def2/J DEFGRID3
* xyz 0 1
C 1.71 -1.67 0.36
C -0.06 1.07 0.29
C -1.10 0.09 -0.72
N 0.92 1.76 -0.41
C -2.43 -0.07 -0.72
N -0.28 -1.04 -0.71
N 0.72 -0.70 -0.01
N -0.46 1.56 1.41
H 1.11 2.67 -0.02
H 1.16 1.30 -1.28
H -1.21 1.03 1.84
H 2.69 -1.21 0.21
H 1.60 -1.93 1.42
H 1.60 -2.57 -0.24
H -3.08 0.75 -0.48
H -2.87 -1.04 -0.93
*
```


--- c ---
This record from the OMol25 dataset describes a single C4H8N4 molecule. The level of theory is the ωB97M-V functional and the def2-TZVPD basis.

Output
SMILES: C1=NN[C@H]2C[C@@H]2NN1

The geometry in ORCA input format:
```
! wB97M-V def2-TZVPD RIJCOSX def2/J DEFGRID3
* xyz 0 1
C 2.17 -0.17 0.27
C 0.69 -0.57 0.49
C -1.60 0.21 0.18
C 0.98 0.50 -0.41
H 2.84 -0.70 -0.40
H 2.69 0.27 1.16
H 0.71 -0.72 1.66
H 0.07 -1.48 -1.50
H -2.00 -1.56 0.80
H -2.50 0.17 0.77
H 0.43 2.22 0.68
H 0.80 0.01 -1.45
N 0.03 -1.62 -0.32
N -1.36 -1.19 -0.11
N -1.14 1.33 0.08
N 0.12 1.76 -0.35
*
```


Result of the stability comparison: a is the most stable of them.


--- a ---
This record from the OMol25 dataset describes a single C4H8N4 molecule. The level of theory is the ωB97M-V functional and the def2-TZVPD basis.

The geometry in ORCA input format:
```
! wB97M-V def2-TZVPD RIJCOSX def2/J DEFGRID3
* xyz 0 1
C 1.01 -0.61 0.37
C -0.49 -0.57 0.81
C 1.12 -0.83 -1.15
C -1.18 1.36 1.81
N -1.22 1.27 -2.72
N -0.42 0.66 -2.29
N -0.77 0.15 1.98
N 0.61 0.25 -1.85
H 1.51 0.39 0.55
H 1.49 -1.36 0.93
H -0.94 -0.39 -0.25
H -0.86 -1.62 1.08
H 2.26 -0.86 -1.47
H 0.57 -1.65 -1.38
H -1.44 1.85 0.87
H -1.24 1.98 2.71
*
```


--- b ---
This record from the OMol25 dataset describes C4H8N4 as an isolated structure. The level of theory is the ωB97M-V functional and the def2-TZVPD basis.

The geometry in ORCA input format:
```
! wB97M-V def2-TZVPD RIJCOSX def2/J DEFGRID3
* xyz 0 1
C 0.26 2.17 -0.86
C -0.03 0.25 0.64
C 0.50 -1.05 0.25
C 1.61 -0.79 -0.40
H -0.94 1.26 -1.16
H 0.95 2.62 -1.96
H -0.04 3.05 -0.31
H -1.17 0.52 0.35
H 0.02 0.45 1.79
H 1.85 -1.79 -1.23
H -2.15 -1.28 0.74
H -1.97 -2.77 1.47
N 1.08 1.19 0.03
N 1.75 0.37 -0.85
N -0.32 -2.18 0.34
N -1.40 -2.01 1.16
*
```


Result of the stability comparison: a is the most stable of them.


--- a ---
This record from the OMol25 dataset describes a 2-piece molecular cluster, C2H9NOS2 overall. The level of theory is the ωB97M-V functional and the def2-TZVPD basis.

Output
SMILES: NCCSS.O

The geometry in ORCA input format:
```
! wB97M-V def2-TZVPD RIJCOSX def2/J DEFGRID3
* xyz 0 1
N 2.47 0.30 -1.47
C 1.76 -0.04 -0.23
C 0.23 0.08 -0.29
S -0.54 -1.37 -1.04
S -2.52 -0.90 -0.97
H 2.50 1.29 -1.63
H 2.14 -0.20 -2.28
H 2.11 -1.03 0.05
H 2.11 0.71 0.46
H -0.13 0.34 0.70
H 0.01 0.95 -0.91
H -2.59 -0.08 -2.03
H 2.01 4.30 4.93
H 1.71 2.85 4.63
O 1.83 3.46 5.37
*
```


--- b ---
This record from the OMol25 dataset describes a 2-piece molecular cluster, C2H9NOS2 overall. The level of theory is the ωB97M-V functional and the def2-TZVPD basis.

Output
SMILES: CSS.NCO

The geometry in ORCA input format:
```
! wB97M-V def2-TZVPD RIJCOSX def2/J DEFGRID3
* xyz 0 1
C -1.85 -1.12 -0.92
S -1.25 -2.42 0.19
S 0.51 -2.87 -0.96
H -1.13 -0.86 -1.86
H -2.27 -0.31 -0.20
H -2.86 -1.52 -1.29
H 0.45 -2.00 -1.97
N 1.87 1.01 1.19
C 0.75 1.47 0.41
O 0.18 2.60 1.10
H 1.59 0.37 1.94
H 2.56 0.40 0.70
H 0.93 1.77 -0.73
H -0.13 0.80 0.47
H 0.65 2.68 1.92
*
```


Result of the stability comparison: a is the most stable of them.